A 5-piece molecular cluster, C33H42Cl2N6OS overall at a distorted geometry, computed with wB97M-V/def2-TZVPD.

Last column: Mulliken charge in e.
Atoms and positions in Å:
C1 -4.984 3.282 -3.303  -0.5437
O1 -4.975 1.837 -3.373  -0.3260
C2 -4.572 1.337 -4.671  -0.3491
C3 -3.585 0.059 -4.412  -0.3927
C4 -4.192 -1.332 -4.944  -0.6541
C5 -4.961 -2.209 -3.839  -0.8526
C6 -4.156 -2.426 -2.466  -0.5345
C7 -2.859 -3.389 -2.661  -0.4907
C8 -2.767 -4.543 -1.542  -0.8917
C9 -1.823 -4.167 -0.288  0.5891
C10 -1.061 -2.805 -0.142  -0.4044
C11 -0.132 -2.414 1.051  0.0871
C12 0.549 -0.978 1.045  -0.2219
Cl1 0.390 0.074 2.547  -0.1078
C13 1.280 -0.448 -0.069  0.3475
C14 1.920 1.041 -0.039  -0.5220
Cl2 1.551 -1.408 -1.606  -0.1939
C15 0.031 -3.484 2.197  0.6763
N1 0.813 -3.345 3.407  -0.6652
S1 0.520 -4.863 4.181  0.2290
N2 -0.567 -5.757 3.194  -0.5679
C16 -0.761 -4.868 2.063  0.4755
C17 -1.691 -5.240 0.830  -0.8869
H1 -4.232 3.588 -2.473  0.1650
H2 -6.002 3.724 -2.967  0.2101
H3 -4.707 3.819 -4.272  0.2831
H4 -4.014 2.087 -5.329  0.3506
H5 -5.518 1.029 -5.269  0.2112
H6 -3.216 0.048 -3.332  0.0935
H7 -2.650 0.274 -5.065  0.3423
H8 -4.982 -1.062 -5.749  0.3721
H9 -3.355 -1.912 -5.464  0.3069
H10 -5.098 -3.264 -4.303  0.3406
H11 -6.012 -1.827 -3.602  0.3089
H12 -4.896 -2.946 -1.739  0.4628
H13 -3.849 -1.452 -1.950  0.2171
H14 -2.980 -3.924 -3.683  0.4311
H15 -1.904 -2.756 -2.764  0.2578
H16 -3.827 -4.693 -1.106  0.3200
H17 -2.455 -5.551 -1.993  0.3922
H18 -1.183 -1.994 -0.948  0.2824
H19 2.491 1.229 0.932  0.3289
H20 2.563 1.248 -0.977  -0.0828
H21 1.027 1.776 -0.121  0.1382
H22 -2.240 -6.247 0.808  0.3143
C18 0.015 1.871 7.847  -0.6184
C19 0.555 1.311 6.663  -0.1313
C20 -0.158 1.821 5.606  -0.3492
N3 -1.112 2.666 6.109  0.0036
C21 -1.010 2.706 7.474  -0.4167
H23 0.341 1.686 8.860  0.3829
H24 1.375 0.611 6.592  0.5030
H25 -0.070 1.656 4.543  0.1349
H26 -1.783 3.178 5.560  0.1904
H27 -1.674 3.323 8.060  0.3675
C22 5.105 -4.190 3.483  -0.8349
C23 3.920 -3.618 4.008  0.3918
C24 4.272 -2.898 5.123  -0.8854
N4 5.626 -3.019 5.294  0.0338
C25 6.143 -3.801 4.295  -0.4176
H28 5.190 -4.817 2.607  0.3808
H29 2.920 -3.720 3.613  0.4512
H30 3.679 -2.313 5.810  0.3960
H31 6.159 -2.598 6.037  0.1825
H32 7.200 -4.013 4.249  0.3808
C26 0.679 6.053 -1.496  -0.3183
C27 0.328 6.815 -0.354  -0.4437
C28 -0.324 5.974 0.515  -0.5117
N5 -0.384 4.734 -0.062  0.0887
C29 0.230 4.771 -1.285  -0.5736
H33 1.203 6.402 -2.373  0.4025
H34 0.530 7.863 -0.186  0.3740
H35 -0.751 6.152 1.491  0.3892
H36 -0.812 3.920 0.350  0.1913
H37 0.294 3.886 -1.900  0.4026
C30 6.726 2.313 -3.140  -0.4907
C31 5.850 3.360 -3.518  -0.3857
C32 4.573 2.854 -3.494  -0.5003
N6 4.647 1.538 -3.120  0.0032
C33 5.955 1.202 -2.897  -0.3651
H38 7.801 2.366 -3.054  0.3801
H39 6.123 4.372 -3.778  0.3897
H40 3.621 3.315 -3.712  0.3824
H41 3.860 0.915 -3.023  0.2215
H42 6.225 0.203 -2.587  0.3723

Calculated values
gap between HOMO and LUMO: 0.24397 hartree
SMILES: COCCCCCCCc1cc(/C(Cl)=C(/C)Cl)c2nsnc2c1.c1cc[nH]c1.c1cc[nH]c1.c1cc[nH]c1.c1cc[nH]c1
LUMO energy: -1.433 eV
HOMO level: -0.29664 hartree



C33H42ClN2O5P2Re as an isolated structure at a distorted geometry, computed with wB97M-V/def2-TZVPD.

Last column: Mulliken charge in e.
Atoms and positions in Å:
Re1 -0.237 -0.974 -0.741  2.1845
O1 2.896 -3.022 -2.812  -0.6474
C1 1.786 -2.763 -2.418  0.0365
O2 1.473 -1.670 -1.763  -0.6068
C2 0.653 -3.795 -2.598  0.1499
C3 0.220 -4.260 -1.197  -0.2276
C4 -0.589 -5.555 -1.285  -0.9147
C5 -1.915 -5.049 -1.906  -1.0595
C6 -1.652 -3.544 -2.011  -0.0238
O3 -0.800 -3.288 -0.855  -0.7657
C7 -0.693 -3.257 -3.171  0.0474
C8 -0.671 -1.753 -3.524  -0.3081
O4 -0.273 -1.390 -4.599  -0.6268
O5 -1.096 -0.936 -2.573  -0.6045
H1 1.071 -4.600 -3.195  0.6091
H2 1.007 -4.269 -0.449  0.3165
H3 -0.752 -5.960 -0.287  0.3129
H4 -0.083 -6.307 -1.885  0.4287
H5 -2.766 -5.247 -1.257  0.3658
H6 -2.120 -5.482 -2.882  0.4098
H7 -2.536 -2.916 -1.984  0.6458
H8 -0.968 -3.770 -4.089  0.6988
C9 2.102 1.365 -1.910  -1.7056
P1 0.499 1.323 -1.049  1.2596
C10 0.814 1.939 0.660  -0.2362
N1 0.881 3.220 0.898  -0.2989
C11 1.061 3.645 2.168  0.0108
C12 1.136 5.025 2.453  -0.5052
C13 1.299 5.434 3.746  -0.5949
C14 1.400 4.498 4.800  -0.6038
C15 1.326 3.156 4.556  -0.4587
C16 1.156 2.705 3.231  0.2229
N2 1.097 1.381 2.963  -0.3925
C17 0.953 0.993 1.722  -0.2013
P2 0.920 -0.815 1.406  0.9224
C18 0.129 -1.450 2.919  -1.8159
C19 2.720 -1.373 1.600  2.1376
C20 3.247 -1.099 3.010  -1.6430
C21 3.579 -0.637 0.573  -1.5971
C22 2.744 -2.873 1.299  -1.5541
C23 -0.518 2.550 -2.044  2.2537
C24 -0.033 3.993 -1.887  -1.7812
C25 -1.983 2.441 -1.636  -1.8356
C26 -0.371 2.113 -3.510  -1.8897
H9 2.366 2.400 -2.119  0.4897
H10 1.991 0.811 -2.841  0.4038
H11 2.885 0.900 -1.324  0.3562
H12 1.064 5.730 1.635  0.4988
H13 1.351 6.490 3.974  0.4194
H14 1.544 4.855 5.811  0.4223
H15 1.399 2.421 5.346  0.4965
H16 0.813 -1.338 3.754  0.4722
H17 -0.130 -2.501 2.785  0.3705
H18 -0.775 -0.882 3.132  0.5352
H19 2.954 -0.119 3.380  0.2543
H20 4.338 -1.129 2.981  0.4729
H21 2.922 -1.857 3.723  0.4158
H22 3.583 0.439 0.764  0.3175
H23 3.227 -0.842 -0.436  -0.0100
H24 4.609 -0.991 0.639  0.7148
H25 2.076 -3.438 1.953  0.2935
H26 3.757 -3.255 1.438  0.6094
H27 2.468 -3.050 0.259  0.0345
H28 -0.337 4.419 -0.938  0.3499
H29 -0.482 4.579 -2.692  0.5524
H30 1.049 4.093 -1.973  0.2566
H31 -2.135 2.690 -0.585  0.2591
H32 -2.350 1.432 -1.818  0.1104
H33 -2.570 3.133 -2.242  0.7098
H34 0.606 2.368 -3.919  0.3708
H35 -1.122 2.638 -4.103  0.5779
H36 -0.540 1.043 -3.636  0.3187
Cl1 -5.781 3.608 0.854  -0.1978
C27 -4.695 2.278 0.705  0.3581
C28 -4.875 1.352 -0.315  -0.8520
C29 -4.011 0.278 -0.416  -0.1742
C30 -2.961 0.106 0.488  0.6488
C31 -2.100 -1.101 0.424  -1.9102
C32 -2.788 1.065 1.490  0.1602
C33 -3.649 2.139 1.608  -1.1034
H37 -5.688 1.479 -1.016  0.4557
H38 -4.154 -0.448 -1.209  0.3290
H39 -2.628 -1.920 -0.068  0.8211
H40 -1.847 -1.434 1.429  0.6564
H41 -1.969 0.959 2.194  0.1491
H42 -3.523 2.869 2.396  0.4720

Calculated values
gap between HOMO and LUMO (alpha / beta): 0.22020 / 0.23479 hartree
2S+1: 2
LUMO energy (alpha / beta): -5.198 / -4.874 eV
charge: +1
HOMO level (alpha / beta): -0.41121 / -0.41390 hartree